Entry from the Open Molecules 2025 dataset: 3 unconnected molecules or ions with the total composition C6H8BrClIN3O3 (ωB97M-V with the def2-TZVPD basis set).

```
23
Properties=species:S:1:pos:R:3:forces:R:3
C 1.16723 1.48419 -0.86383 1.0 -1.1 -2.1
C 0.02927 -2.26057 0.64402 0.4 0.0 1.2
C -1.72021 0.50748 0.38627 -1.0 0.4 0.0
C 1.13188 2.98149 -1.29703 0.2 1.1 0.7
C -0.19874 -3.19273 -0.27731 -1.7 -0.1 3.6
C 0.76357 0.05986 1.05601 0.7 -0.4 1.1
N -1.53935 0.53636 -0.75996 0.8 0.9 -3.3
N 0.83252 1.30298 0.44628 0.8 0.0 -0.8
N 0.63597 -1.05852 0.33409 -0.1 2.2 0.5
O 1.53673 0.55316 -1.61501 -0.9 2.2 1.5
O -0.31290 -2.47176 1.90610 -0.3 1.3 2.1
O -1.73002 0.77892 1.48780 -0.5 0.3 4.4
Cl -0.36126 3.79952 -0.55835 0.7 -0.4 -0.5
Br -3.12233 -2.51422 -0.88821 0.4 0.2 0.0
I 1.34711 0.09113 3.09012 -0.2 0.0 -0.5
H 1.10098 3.17626 -2.40088 0.1 -0.6 1.2
H 1.97602 3.58495 -0.79796 -1.0 -1.3 -1.0
H -0.79598 -4.03034 0.01566 0.1 -0.4 -0.3
H 0.17511 -2.95703 -1.15170 1.4 0.3 -4.7
H -0.34358 -1.65323 2.50065 -0.1 -1.5 -1.4
H -1.69581 -0.13514 -1.43825 -0.8 -1.7 -1.5
H 0.44371 2.17607 0.81352 0.0 -0.8 0.9
H 0.68008 -0.75882 -0.63202 0.1 -0.6 -1.0
```
Forces are in eV/Å.

Output
- max |F| (eV Å⁻¹) = 4.91
- calculated total energy (a.u.) = -3955.21689
- energy relative to the best compared isomer or geometry (same formula, charge and spin) (kJ/mol) = 419.4
- E_HOMO (alpha / beta) (eV) = -7.7 / -7.1
- spin multiplicity = 1
- frontier orbital gap (alpha / beta) (hartree) = 0.218 / 0.170



Entry from the Open Molecules 2025 dataset: a molecular structure, C12H11N2 (ωB97M-V with the def2-TZVPD basis set).

```
25
Properties=species:S:1:pos:R:3:forces:R:3
C 3.90165 -0.50960 0.10587 0.2 0.5 0.9
C 2.98006 -1.40994 0.53957 -0.7 -0.7 -0.3
C 3.57285 0.73286 -0.31373 -0.4 3.0 -2.3
C 1.64648 -1.09118 0.41438 0.8 1.3 0.0
C 2.23062 1.09845 -0.46576 -0.5 -0.8 0.1
C 1.24155 0.19739 -0.07039 1.2 -2.0 0.6
C -1.98591 1.68758 1.02645 -0.2 0.0 -0.5
C -0.17096 0.47881 -0.14096 -0.7 -0.6 -2.1
C -0.78148 1.79515 0.28102 -1.0 -0.1 -0.1
C -2.85456 0.73436 0.61833 -1.4 1.8 0.6
C -1.18733 -0.43158 -0.61486 0.0 1.7 1.0
C -3.41446 -1.26857 -0.57092 2.2 -2.7 -0.3
N -2.49787 -0.16858 -0.29837 2.7 -2.1 -0.8
N -0.18981 2.34956 -0.63709 -0.4 -1.2 0.4
H 4.88325 -0.67130 0.34979 2.5 -0.7 0.0
H 3.27644 -2.37710 0.96261 -0.1 0.5 -0.2
H 4.31311 1.49365 -0.72748 -0.7 -1.3 1.0
H 1.09811 -1.84847 0.88320 -2.0 -0.5 0.2
H 1.82327 1.99717 -0.91872 1.0 0.1 0.1
H -2.15176 2.46429 1.69728 -0.8 0.9 1.3
H -3.96459 0.74768 0.80721 1.5 0.0 0.5
H -1.02609 -1.42965 -1.05133 0.4 0.7 0.4
H -4.34363 -0.82379 -0.44021 -2.1 0.0 -0.2
H -3.16669 -1.56528 -1.65415 -1.0 0.0 1.8
H -3.23225 -2.18191 0.21824 -0.5 2.3 -2.1
```
Forces are in eV/Å.

Output
- max |F| (eV Å⁻¹) = 3.80
- calculated total energy (a.u.) = -572.95642
- energy relative to the best compared isomer or geometry (same formula, charge and spin) (kJ/mol) = 233.7
- charge = +1
- E_HOMO (alpha / beta) (eV) = -12.4 / -12.4
- spin multiplicity = 1
- frontier orbital gap (alpha / beta) (hartree) = 0.235 / 0.234



Entry from the Open Molecules 2025 dataset: a molecular structure, C3H7ClNOZr (ωB97M-V with the def2-TZVPD basis set).

```
14
Properties=species:S:1:pos:R:3:forces:R:3
Zr -1.92769 -2.31552 -4.46760 0.3 3.9 0.4
Cl -1.66086 0.12760 -4.03204 -0.5 -4.1 -0.7
C 0.59532 -0.27523 -0.82664 1.2 0.2 -1.0
C 0.63871 0.96974 0.14868 -0.7 0.9 1.5
O 1.06930 1.97543 -0.40552 0.0 -0.6 -0.6
N 0.13339 0.93704 1.36011 0.6 -0.4 -0.4
C -0.16419 -0.24585 2.17457 -0.4 0.3 1.1
H 0.35004 0.18063 -1.78261 -0.4 -0.4 0.0
H -0.08309 -1.03353 -0.43032 -0.3 0.4 0.3
H 1.62679 -0.63023 -0.90990 0.0 0.0 0.2
H 0.11935 1.84439 1.82747 0.1 -0.1 0.1
H 0.29707 -0.08323 3.15322 0.2 0.1 -0.2
H 0.24008 -1.18483 1.81019 -0.1 0.1 -0.4
H -1.23422 -0.26641 2.38040 0.0 -0.3 -0.4
```
Forces are in eV/Å.

Output
- max |F| (eV Å⁻¹) = 4.15
- calculated total energy (a.u.) = -754.23241
- energy relative to the best compared isomer or geometry (same formula, charge and spin) (kJ/mol) = 512.5
- charge = +3
- E_HOMO (eV) = -20.5
- spin multiplicity = 1
- frontier orbital gap (hartree) = 0.088



Entry from the Open Molecules 2025 dataset: a molecular structure, C38H47CrN4OP3S (ωB97M-V with the def2-TZVPD basis set).

```
95
Properties=species:S:1:pos:R:3:forces:R:3
Cr 1.12042 -1.34304 0.62925 -0.2 0.4 -0.3
C 2.26495 0.38561 -1.88788 -0.1 0.0 0.0
N 1.85144 0.05658 -0.53551 0.2 0.2 -0.1
P 2.64516 0.44618 0.84063 0.0 -0.1 0.1
C 4.43766 0.39603 0.58523 0.0 0.0 0.0
C 5.23578 1.53315 0.51332 0.0 0.0 0.0
C 6.59173 1.41621 0.23728 0.0 0.0 0.0
C 7.15756 0.16786 0.02972 0.0 0.0 0.0
C 6.36763 -0.97304 0.10631 0.0 0.0 0.0
C 5.01750 -0.85595 0.38756 0.0 0.0 0.0
C 2.30938 2.13700 1.38384 0.1 0.1 -0.1
C 1.78988 3.08208 0.50571 -0.1 0.0 0.0
C 1.56418 4.38330 0.93413 0.0 0.0 0.0
C 1.85335 4.74376 2.24259 0.0 0.0 0.0
C 2.36444 3.80174 3.12672 0.0 0.0 0.0
C 2.59140 2.50256 2.69779 0.0 0.0 0.0
P 0.91525 -2.99241 -1.24034 0.0 -0.2 0.0
C 2.12363 -2.87044 -2.54816 0.0 0.0 -0.1
C 1.83065 -2.43119 -3.84458 0.0 0.0 0.0
C 2.84964 -2.24240 -4.76203 0.0 0.0 0.0
C 4.16897 -2.48692 -4.40163 0.0 0.0 0.0
C 4.47186 -2.92131 -3.11805 0.0 0.0 0.0
C 3.45675 -3.10913 -2.19664 0.0 0.0 0.0
C -0.67115 -3.38609 -1.94497 0.0 -0.1 0.0
C -1.80055 -2.95343 -1.24108 -0.1 0.0 0.0
C -3.07149 -3.29038 -1.67421 0.0 0.0 0.0
C -3.23199 -4.07671 -2.80701 0.0 0.0 0.0
C -2.11703 -4.53359 -3.50121 0.0 0.0 0.0
C -0.84465 -4.19852 -3.07499 0.0 0.0 0.0
H 2.64997 1.40770 -1.95309 0.0 0.0 0.0
H 1.41276 0.30996 -2.56907 0.0 0.0 0.0
H 3.05082 -0.28033 -2.26088 0.0 0.0 0.0
H 4.80422 2.51401 0.67179 0.0 0.0 0.0
H 7.20662 2.30444 0.18427 0.0 0.0 0.0
H 8.21437 0.08071 -0.18318 0.0 0.0 0.0
H 6.80952 -1.95027 -0.03706 0.0 0.0 0.0
H 4.40214 -1.74630 0.46629 0.0 0.0 0.0
H 1.55209 2.79474 -0.51154 0.0 0.0 0.0
H 1.16702 5.11751 0.24483 0.0 0.0 0.0
H 1.68284 5.75970 2.57372 0.0 0.0 0.0
H 2.58680 4.08036 4.14791 0.0 0.0 0.0
H 2.98741 1.76885 3.39109 0.0 0.0 0.0
H 0.81082 -2.20298 -4.12356 -0.1 0.0 0.0
H 2.61676 -1.89182 -5.75820 0.0 0.0 0.0
H 4.96188 -2.33354 -5.12088 0.0 0.0 0.0
H 5.49880 -3.11044 -2.83673 0.0 0.0 0.0
H 3.69622 -3.44692 -1.19487 0.0 0.0 0.0
H -1.67886 -2.33293 -0.36036 0.0 0.0 0.0
H -3.93721 -2.94063 -1.12667 0.0 0.0 0.0
H -4.22422 -4.34717 -3.14191 0.0 0.0 0.0
H -2.24224 -5.16452 -4.37065 0.0 0.0 0.0
H 0.01656 -4.58190 -3.60478 0.0 0.0 0.0
S 0.77329 -3.66254 3.22652 0.0 -0.3 0.3
C 0.87893 -2.65554 2.10842 0.1 -0.1 0.1
O -0.58443 -0.21023 1.14798 -0.1 -0.2 0.1
P -1.96501 0.36452 1.20808 0.0 0.1 0.0
N -2.06801 1.91604 1.73593 0.0 0.1 0.0
C -2.02574 3.06360 0.82318 0.0 0.0 0.0
C -2.17744 4.27871 1.75114 0.0 0.0 0.0
C -1.85434 3.76592 3.16902 0.0 0.0 0.0
C -1.38344 2.32658 2.96974 0.0 -0.1 0.0
N -2.59978 0.30950 -0.30562 0.1 0.0 -0.1
C -4.01493 0.56320 -0.60892 -0.1 0.0 0.0
C -3.98980 1.17288 -2.01045 0.0 0.0 0.0
C -2.75427 0.53819 -2.64273 0.1 0.0 0.0
C -1.74926 0.50821 -1.49622 0.0 -0.1 0.0
N -2.92149 -0.44327 2.26057 -0.1 0.0 0.0
C -2.97273 -1.91294 2.26387 0.1 0.0 0.0
C -4.04262 -2.23402 3.30253 0.0 0.0 0.0
C -5.01225 -1.06592 3.15454 0.0 0.0 0.0
C -4.08008 0.12639 2.97587 0.0 0.0 0.0
H -2.82640 2.99742 0.08863 0.0 0.0 0.0
H -1.07147 3.10638 0.28786 0.0 0.0 0.0
H -3.19316 4.66942 1.70805 0.0 0.0 0.0
H -1.50875 5.08103 1.44328 0.0 0.0 0.0
H -2.74795 3.78652 3.79210 0.0 0.0 0.0
H -1.09223 4.36524 3.66455 0.0 0.0 0.0
H -1.65106 1.66433 3.79259 0.0 0.0 0.0
H -0.29729 2.28190 2.83100 0.0 0.0 0.0
H -4.47048 1.22919 0.12785 0.0 0.0 0.0
H -4.58072 -0.37364 -0.60105 0.0 0.0 0.0
H -3.85882 2.25523 -1.94867 0.0 0.0 0.0
H -4.90848 0.97901 -2.56114 0.0 0.0 0.0
H -2.38071 1.09711 -3.49974 0.0 0.0 0.0
H -2.97537 -0.48022 -2.97082 0.0 0.0 0.0
H -1.18318 1.44333 -1.43044 0.0 0.0 0.0
H -1.02252 -0.29981 -1.58986 0.0 0.0 0.0
H -1.99704 -2.33294 2.51153 0.0 0.0 0.0
H -3.26943 -2.29685 1.28169 0.0 0.0 0.0
H -3.60546 -2.23371 4.30331 0.0 0.0 0.0
H -4.50224 -3.20646 3.13469 0.0 0.0 0.0
H -5.67969 -0.94555 4.00588 0.0 0.0 0.0
H -5.62515 -1.19946 2.25986 0.0 0.0 0.0
H -3.76381 0.52099 3.94588 0.0 0.0 0.0
H -4.53260 0.94653 2.42124 0.0 0.0 0.0
```
Forces are in eV/Å.

Output
- max |F| (eV Å⁻¹) = 0.57
- calculated total energy (a.u.) = -4237.05706
- <S²> = 8.8124
- charge = +1
- E_HOMO (alpha / beta) (eV) = -9.8 / -10.4
- spin multiplicity = 6
- frontier orbital gap (alpha / beta) (hartree) = 0.257 / 0.229



Entry from the Open Molecules 2025 dataset: a molecular structure, C8H12ClO2P (ωB97M-V with the def2-TZVPD basis set).

```
24
Properties=species:S:1:pos:R:3:forces:R:3
C -0.44593 -0.25235 1.52295 -0.1 -2.3 -0.1
C -0.79007 1.00849 1.13737 -1.8 1.3 -2.2
C -0.64833 -1.02471 -0.77875 0.4 -0.1 1.2
C -0.42627 -1.35211 0.56564 0.5 2.6 1.4
C -1.04321 0.23091 -1.18122 0.2 0.8 3.1
C -1.20030 1.26474 -0.21602 0.5 -0.4 -0.9
C -0.01664 -2.70709 1.01723 -3.4 -0.4 3.5
C -1.63684 2.67431 -0.68538 0.1 -1.7 -0.4
O 2.23815 -0.95576 -1.38085 -0.2 -0.9 0.7
O 2.35494 1.45537 -1.86388 0.1 0.5 -0.3
P 1.88746 0.52135 -0.83058 -0.9 0.6 -0.4
Cl 4.01616 0.42734 0.70863 0.2 -2.2 0.9
H -0.24778 -0.45467 2.60479 0.0 0.0 -1.1
H -0.93947 1.84714 1.81937 0.4 -0.4 0.1
H -0.33067 -1.62143 -1.59927 -0.2 -1.3 -0.2
H 3.57092 -0.86434 0.84992 0.8 2.1 -0.2
H -1.05103 0.32013 -2.21646 -0.6 1.0 -1.7
H 0.90695 -2.95586 0.67289 2.3 -1.4 -1.8
H -0.91890 -3.35435 0.84172 1.4 -0.2 -0.5
H 0.13370 -2.87405 2.17201 -0.5 1.1 -1.9
H -0.70600 3.20184 -0.97654 -0.8 0.1 0.1
H -2.10703 3.07242 0.20195 -0.2 0.9 -0.1
H -2.37776 2.61303 -1.55942 1.2 0.2 1.3
H 2.77908 -0.93132 -2.16290 0.5 0.1 -0.8
```
Forces are in eV/Å.

Output
- max |F| (eV Å⁻¹) = 4.91
- calculated total energy (a.u.) = -1264.05674
- E_HOMO (eV) = -8.7
- spin multiplicity = 1
- frontier orbital gap (hartree) = 0.331



Entry from the Open Molecules 2025 dataset: 2 unconnected molecules or ions with the total composition C2H6O2 (ωB97M-V with the def2-TZVPD basis set).

```
10
Properties=species:S:1:pos:R:3:forces:R:3
C -0.75186 1.74142 -0.12676 0.0 -0.1 -0.2
O 0.34635 1.03863 -0.64905 0.4 0.1 -0.1
H -0.81458 2.74047 -0.56584 -0.1 0.1 0.0
H -1.64820 1.18359 -0.39720 -0.1 0.1 0.0
H -0.73968 1.84516 0.95581 0.1 -0.1 0.2
H 1.09650 1.02945 -0.03350 -0.3 -0.2 0.0
O 0.17365 -3.20530 1.00486 0.1 0.1 -0.1
C 0.65045 -2.35469 0.18514 -0.2 -0.5 0.6
H 1.45904 -2.66984 -0.49491 0.0 0.4 -0.1
H 0.22833 -1.34889 0.12147 0.1 0.1 -0.3
```
Forces are in eV/Å.

Output
- max |F| (eV Å⁻¹) = 0.79
- calculated total energy (a.u.) = -230.19235
- <S²> = 0.7529
- energy relative to the best compared isomer or geometry (same formula, charge and spin) (kJ/mol) = 42.2
- charge = -1
- E_HOMO (alpha / beta) (eV) = 0.8 / -3.2
- spin multiplicity = 2
- frontier orbital gap (alpha / beta) (hartree) = 0.114 / 0.261